This record from OMol25 describes a structure of composition C23H62F6HfN2O25PS7 in a non-equilibrium geometry. The level of theory is wB97M-V/def2-TZVPD.

Molar mass   1314.659 g mol⁻¹
Gap between HOMO and LUMO   4.6323 eV
Strongest force on any atom   6.66 eV/A
HOMO energy   -15.6 eV
Charge   +3

XYZ file:
```
127
C23H62F6HfN2O25PS7 | OMol25 | wB97M-V/def2-TZVPD
Hf 2.055 -0.232 1.390
P -0.308 -0.336 -0.796
F -0.119 0.017 -2.393
F -1.452 0.780 -0.665
F -1.247 -1.591 -0.932
F -0.280 -0.410 0.867
F 1.025 -1.253 -0.643
F 0.784 0.810 -0.378
C -4.098 -1.926 1.430
N -3.393 -1.506 2.683
O -2.290 -0.904 2.629
O -3.955 -1.749 3.716
H -5.161 -1.820 1.627
H -3.791 -2.935 1.159
H -3.699 -1.269 0.659
C -2.113 -1.452 -4.438
N -0.760 -2.060 -4.401
O 0.022 -1.764 -5.297
O -0.563 -2.950 -3.602
H -2.586 -1.960 -5.277
H -1.852 -0.403 -4.569
H -2.727 -1.567 -3.548
O 0.804 -0.865 3.312
S 0.452 -0.865 4.725
O 1.517 -0.722 5.669
O -0.688 0.264 4.861
C -1.046 0.663 6.165
C -2.552 0.674 6.343
C -0.642 -2.278 5.016
H -0.848 1.740 6.171
H -0.411 0.313 6.978
H -2.842 -0.366 6.513
H -3.119 1.004 5.477
H -2.875 1.187 7.248
H -0.527 -2.606 6.050
H -0.518 -3.080 4.292
H -1.661 -1.893 5.007
O 2.686 2.138 1.051
S 2.719 3.386 0.288
O 2.244 3.369 -1.098
O 1.893 4.471 1.181
C 1.725 5.764 0.695
C 0.794 5.924 -0.440
C 4.383 4.128 0.270
H 2.692 6.191 0.419
H 1.381 6.263 1.602
H -0.053 5.238 -0.507
H 1.262 5.604 -1.372
H 0.367 6.922 -0.527
H 4.632 4.783 -0.566
H 5.153 3.376 0.095
H 4.497 4.647 1.220
O 0.464 1.451 2.156
S -0.461 2.612 2.146
O -0.720 3.300 0.910
O -1.940 2.016 2.590
C -3.111 2.812 2.384
C -4.354 2.025 2.650
C -0.135 3.889 3.459
H -3.028 3.196 1.365
H -3.031 3.749 2.941
H -4.205 1.584 3.636
H -4.497 1.275 1.873
H -5.249 2.635 2.755
H 0.924 4.138 3.392
H -0.386 3.371 4.381
H -0.681 4.755 3.089
O 3.252 -2.063 0.453
S 3.750 -3.180 -0.367
O 3.298 -4.536 -0.229
O 3.451 -2.698 -1.896
C 3.379 -3.710 -2.880
C 3.009 -3.220 -4.258
C 5.634 -3.279 -0.297
H 2.601 -4.435 -2.641
H 4.324 -4.251 -2.960
H 2.006 -2.799 -4.327
H 3.150 -3.953 -5.053
H 3.737 -2.517 -4.673
H 5.814 -4.298 -0.646
H 5.961 -3.254 0.740
H 6.024 -2.678 -1.116
O -4.822 3.618 -1.443
S -4.352 2.790 -2.537
O -4.733 1.421 -2.729
O -4.618 3.572 -3.925
C -5.713 3.232 -4.746
C -7.149 3.492 -4.236
C -2.502 2.817 -2.625
H -5.652 2.208 -5.121
H -5.558 3.741 -5.698
H -7.642 4.238 -4.859
H -7.140 4.011 -3.277
H -7.731 2.574 -4.189
H -2.276 1.767 -2.793
H -2.130 3.253 -1.699
H -2.280 3.503 -3.439
O 0.810 -2.608 1.394
S 0.453 -4.043 1.302
O 1.259 -5.103 1.876
O -1.040 -4.199 2.035
C -1.624 -5.475 2.148
C -2.927 -5.432 3.053
C 0.076 -4.563 -0.402
H -0.979 -6.289 2.477
H -2.050 -5.729 1.175
H -2.719 -5.542 4.115
H -3.517 -6.294 2.737
H -3.575 -4.591 2.807
H 0.448 -5.577 -0.528
H 0.435 -3.796 -1.088
H -1.000 -4.563 -0.574
O 3.151 0.338 -0.727
S 4.129 0.700 -1.810
O 4.741 2.011 -1.844
O 5.249 -0.501 -1.996
C 6.241 -0.219 -3.019
C 6.848 -1.613 -3.383
C 3.185 0.400 -3.452
H 7.003 0.400 -2.551
H 5.703 0.152 -3.889
H 7.682 -1.856 -2.725
H 7.139 -1.764 -4.422
H 6.083 -2.383 -3.274
H 3.329 -0.676 -3.514
H 3.724 1.017 -4.169
H 2.152 0.730 -3.370
```

Atom charges from the Mulliken analysis, given in e for atoms 1 to 2:
1. Hf 2.827
2. P 1.934

This record from OMol25 describes a cluster of 13 separate species, C23H63B2BrN14O33P in total in a non-equilibrium geometry. The level of theory is wB97M-V/def2-TZVPD.

Molar mass   1196.324 g mol⁻¹
Gap between HOMO and LUMO   5.8667 eV
Strongest force on any atom   1.43 eV/A
Energy above the lowest of the compared OMol25 structures with the same formula, charge and spin   0.00 kcal/mol
HOMO energy   -4.8 eV
Charge   -1

XYZ file:
```
137
C23H63B2BrN14O33P | OMol25 | wB97M-V/def2-TZVPD
C -4.367 -2.480 -3.237
O -3.023 -2.034 -3.280
C -2.279 -2.373 -2.108
C -2.274 -1.211 -1.091
B -2.235 0.084 -2.050
N -3.409 0.914 -2.240
O -1.050 0.392 -2.758
O -3.482 -1.279 -0.380
P -3.376 -0.951 1.324
O -3.197 -0.560 2.997
C -3.122 0.794 3.306
C -1.693 1.323 3.176
N -1.621 2.749 3.464
C -2.120 3.614 2.413
C -1.367 3.576 1.076
C -2.280 3.777 -0.125
O -0.373 4.624 1.151
B -3.607 -2.844 1.819
O -3.399 -3.352 3.106
O -4.036 -3.760 0.859
O -1.614 -1.322 1.214
C -1.116 -1.483 -0.076
C 0.103 -0.554 -0.166
C 1.090 -0.895 -1.230
O 1.201 -1.854 -1.877
Br 2.429 0.563 -1.483
H -4.923 -1.971 -2.438
H -4.817 -2.243 -4.206
H -4.415 -3.566 -3.078
H -1.266 -2.627 -2.433
H -2.735 -3.240 -1.607
H -4.058 0.533 -2.920
H -3.129 1.824 -2.597
H -0.440 0.983 -2.306
H -4.817 -0.662 1.355
H -3.098 0.426 0.986
H -3.822 1.390 2.694
H -3.435 0.930 4.353
H -1.306 1.056 2.181
H -1.064 0.797 3.902
H -0.692 3.030 3.748
H -3.185 3.414 2.241
H -2.054 4.650 2.767
H -0.842 2.617 0.971
H -2.970 4.605 0.079
H -2.894 2.880 -0.278
H -1.703 3.989 -1.029
H 0.229 4.507 0.407
H -2.475 -3.312 3.368
H -3.439 -4.514 0.779
H -0.764 -2.520 -0.208
H -0.190 0.497 -0.238
H 0.652 -0.634 0.785
C 5.818 2.447 -0.579
N 4.829 3.465 -0.129
O 4.365 4.220 -0.955
O 4.548 3.463 1.054
H 5.959 2.563 -1.647
H 6.740 2.613 -0.029
H 5.405 1.472 -0.337
C 3.440 -2.123 -4.298
N 4.266 -1.139 -5.048
O 4.201 0.029 -4.738
O 4.978 -1.574 -5.938
H 2.871 -1.602 -3.540
H 2.794 -2.611 -5.021
H 4.128 -2.841 -3.860
C -5.483 -7.060 0.094
N -4.591 -6.106 -0.617
O -3.438 -6.009 -0.239
O -5.074 -5.474 -1.531
H -4.907 -7.536 0.878
H -6.307 -6.474 0.482
H -5.841 -7.776 -0.641
C -1.134 7.699 -2.096
N -1.299 6.325 -2.645
O -2.383 5.797 -2.532
O -0.319 5.818 -3.151
H -2.081 8.008 -1.673
H -0.354 7.648 -1.343
H -0.825 8.339 -2.917
C -2.450 0.649 7.281
N -1.126 1.276 7.026
O -0.922 2.394 7.447
O -0.327 0.606 6.402
H -3.050 1.341 7.858
H -2.895 0.431 6.314
H -2.259 -0.265 7.833
C 6.617 5.221 3.616
N 7.756 4.805 2.754
O 8.416 5.680 2.224
O 7.955 3.617 2.626
H 6.579 6.303 3.616
H 5.718 4.786 3.184
H 6.794 4.821 4.610
C 11.412 5.405 1.335
N 12.559 4.991 0.482
O 13.226 5.861 -0.040
O 12.753 3.799 0.363
H 11.369 6.487 1.343
H 10.510 4.973 0.916
H 11.588 5.000 2.327
C 7.869 -0.453 -4.303
N 8.057 -1.217 -3.039
O 7.105 -1.315 -2.292
O 9.153 -1.695 -2.842
H 6.846 -0.096 -4.333
H 8.581 0.367 -4.295
H 8.079 -1.130 -5.125
C 6.263 -1.068 -8.913
N 7.265 -1.053 -10.014
O 8.138 -1.895 -10.002
O 7.140 -0.188 -10.857
H 6.499 -1.886 -8.244
H 6.320 -0.110 -8.406
H 5.285 -1.193 -9.367
C -6.746 -2.695 0.005
N -7.880 -3.644 0.108
O -9.013 -3.268 -0.113
O -7.590 -4.791 0.395
H -7.127 -1.719 -0.269
H -6.249 -2.681 0.968
H -6.063 -3.097 -0.737
C -0.455 -2.690 8.919
N -1.633 -2.558 9.824
O -2.123 -1.454 9.958
O -2.028 -3.568 10.363
H -0.222 -1.714 8.510
H 0.362 -3.085 9.515
H -0.729 -3.396 8.140
C -10.161 -5.886 -1.398
N -10.316 -7.275 -1.914
O -9.319 -7.956 -2.033
O -11.443 -7.643 -2.182
H -9.112 -5.710 -1.205
H -10.557 -5.217 -2.156
H -10.747 -5.811 -0.488
```

Atom charges from the Mulliken analysis, given in e for atoms 1 to 2:
1. C -0.543
2. O -0.458

This record from OMol25 describes a cluster of 6 separate species, C23H63Cl2IO20P6 in total in a non-equilibrium geometry. The level of theory is wB97M-V/def2-TZVPD.

Molar mass   1043.391 g mol⁻¹
Gap between HOMO and LUMO   6.4775 eV
SMILES   CC[C@H](I)[PH2](CC)[C@@H](Cl)[C@@H](C)Cl.COP(=O)(OC)OC.COP(=O)(OC)OC.COP(=O)(OC)OC.COP(=O)(OC)OC.COP(=O)(OC)OC
Strongest force on any atom   8.70 eV/A
Energy above the lowest of the compared OMol25 structures with the same formula, charge and spin   0.00 kcal/mol
HOMO energy   -8.3 eV
Charge   0

XYZ file:
```
115
C23H63Cl2IO20P6 | OMol25 | wB97M-V/def2-TZVPD
C 0.129 0.278 3.518
C -1.196 0.316 2.691
C -2.376 0.317 3.714
I -2.639 -1.633 4.593
P -3.978 1.110 3.003
C -4.453 -0.370 1.985
C -5.682 -1.122 2.599
C -5.509 2.121 2.365
Cl -6.093 3.129 3.778
C -5.201 3.130 1.218
C -4.587 4.482 1.665
Cl -4.165 2.437 -0.098
H 0.997 0.581 2.921
H 0.084 0.972 4.372
H 0.256 -0.724 3.944
H -1.217 -0.566 2.044
H -1.158 1.268 2.140
H -2.039 0.975 4.532
H -3.132 2.115 2.449
H -4.389 1.320 4.355
H -4.822 0.024 1.024
H -3.627 -1.040 1.737
H -5.589 -1.104 3.694
H -5.713 -2.175 2.305
H -6.628 -0.622 2.364
H -6.368 1.520 2.052
H -6.163 3.369 0.750
H -5.387 5.220 1.788
H -3.945 4.420 2.546
H -3.984 4.850 0.824
C 4.474 -3.477 2.764
O 3.110 -3.083 2.626
P 1.911 -4.304 2.513
O 1.259 -3.662 1.333
O 1.215 -3.777 3.905
C 1.947 -3.901 5.125
O 0.917 -5.667 2.436
C 1.084 -6.694 3.426
H 5.095 -2.890 2.091
H 4.802 -3.309 3.795
H 4.591 -4.530 2.516
H 2.446 -2.956 5.351
H 2.692 -4.699 5.077
H 1.246 -4.129 5.928
H 0.522 -6.440 4.327
H 2.135 -6.841 3.677
H 0.693 -7.627 3.023
C 5.607 -4.107 -3.136
O 5.881 -4.457 -1.753
P 4.957 -5.671 -1.047
O 4.602 -4.988 0.223
O 6.286 -6.617 -0.868
C 7.030 -6.987 -2.031
O 3.940 -6.996 -0.883
C 3.943 -7.996 -1.915
H 5.589 -3.023 -3.224
H 6.401 -4.499 -3.773
H 4.647 -4.506 -3.471
H 7.878 -6.312 -2.154
H 6.416 -6.961 -2.935
H 7.402 -8.001 -1.895
H 4.755 -8.706 -1.745
H 4.044 -7.551 -2.905
H 2.997 -8.533 -1.874
C -10.073 2.850 3.636
O -11.116 3.657 3.042
P -11.868 4.818 4.011
O -13.283 4.509 3.694
O -11.296 6.040 3.080
C -9.883 6.178 2.916
O -12.138 5.841 5.314
C -11.004 6.427 5.975
H -10.228 1.811 3.349
H -9.102 3.181 3.263
H -10.077 2.917 4.726
H -9.574 5.705 1.983
H -9.329 5.732 3.746
H -9.644 7.239 2.870
H -10.687 7.327 5.444
H -10.171 5.726 6.042
H -11.302 6.705 6.984
C 8.981 1.790 -5.140
O 7.999 0.739 -5.002
P 7.714 0.108 -3.459
O 7.777 -1.338 -3.790
O 6.180 0.666 -3.485
C 5.958 2.079 -3.635
O 7.677 -0.047 -1.787
C 7.597 1.143 -0.985
H 9.608 1.568 -6.002
H 8.473 2.742 -5.308
H 9.617 1.876 -4.258
H 5.757 2.310 -4.680
H 6.821 2.659 -3.293
H 5.092 2.358 -3.039
H 6.556 1.460 -0.893
H 8.192 1.953 -1.408
H 7.981 0.915 0.007
C 2.282 2.687 -9.074
O 3.093 2.150 -8.004
P 2.846 2.742 -6.438
O 4.262 2.992 -6.065
O 2.351 1.258 -5.950
C 1.215 0.663 -6.581
O 2.132 3.449 -5.093
C 0.698 3.438 -4.986
H 2.926 2.897 -9.926
H 1.534 1.950 -9.370
H 1.777 3.610 -8.783
H 1.547 -0.022 -7.363
H 0.549 1.412 -7.017
H 0.661 0.100 -5.832
H 0.363 2.491 -4.560
H 0.223 3.594 -5.955
H 0.397 4.245 -4.321
```

Atom charges from the Mulliken analysis, given in e for atoms 1 to 2:
1. C -1.039
2. C -0.249

This record from OMol25 describes a cluster of 9 separate species, C23H64N2O9 in total in a non-equilibrium geometry. The level of theory is wB97M-V/def2-TZVPD.

Molar mass   512.770 g mol⁻¹
Gap between HOMO and LUMO   9.3108 eV
SMILES   NC(N)=O.CC(C)O.CC(C)O.CC(C)O.CC(C)O.CC(C)O.CC(C)O.CC(C)O.CO
Strongest force on any atom   10.42 eV/A
Energy above the lowest of the compared OMol25 structures with the same formula, charge and spin   175.62 kcal/mol
HOMO energy   -8.9 eV
Charge   0

XYZ file:
```
98
C23H64N2O9 | OMol25 | wB97M-V/def2-TZVPD
C -0.023 5.505 0.620
O 0.626 4.761 1.602
H -0.152 6.558 0.835
H -1.036 5.160 0.403
H 0.474 5.539 -0.334
H 1.387 5.297 1.814
C -1.538 1.682 2.255
O -0.894 0.838 1.359
N -2.681 1.306 2.827
N -1.169 2.793 2.755
H -2.917 0.345 2.568
H -3.130 1.676 3.625
H -0.492 3.296 2.200
H -1.816 3.356 3.387
C 4.391 -1.802 -1.379
C 4.157 -1.665 0.111
C 2.918 -2.535 0.552
O 5.104 -1.798 0.918
H 3.756 -1.331 -2.171
H 4.471 -2.935 -1.520
H 5.376 -1.460 -1.658
H 3.782 -0.630 0.187
H 3.266 -3.487 0.836
H 2.209 -2.633 -0.233
H 2.416 -2.046 1.335
H 5.601 -2.581 0.733
C 1.404 0.124 -1.123
C 0.060 0.682 -1.506
C -0.006 2.228 -1.368
O -0.209 0.363 -2.700
H 1.533 -0.929 -1.390
H 1.568 0.152 -0.043
H 2.217 0.714 -1.550
H -0.689 0.290 -0.805
H 0.745 2.735 -1.960
H 0.270 2.597 -0.399
H -0.968 2.675 -1.569
H -0.725 -0.437 -2.658
C -3.471 3.538 -0.396
C -3.696 4.184 0.970
C -4.406 5.569 0.834
O -4.399 3.482 1.769
H -4.295 3.388 -1.015
H -2.991 2.557 -0.291
H -2.825 4.172 -0.994
H -2.759 4.432 1.518
H -5.379 5.445 0.431
H -3.757 6.241 0.246
H -4.400 5.968 1.835
H -3.881 2.752 2.081
C 3.931 2.620 0.335
C 3.496 2.777 1.786
C 2.388 1.808 2.104
O 4.375 2.562 2.635
H 4.201 1.580 0.070
H 4.800 3.264 0.142
H 3.164 2.956 -0.329
H 3.107 3.741 1.805
H 2.584 0.810 1.745
H 1.464 2.091 1.642
H 2.148 1.645 3.147
H 4.806 1.754 2.285
C -4.117 -2.254 -1.164
C -3.303 -1.406 -2.134
C -3.441 0.092 -1.697
O -2.104 -1.735 -2.172
H -3.870 -3.284 -1.248
H -5.159 -2.123 -1.491
H -3.928 -1.907 -0.181
H -3.683 -1.466 -3.180
H -4.514 0.351 -1.663
H -3.027 0.738 -2.461
H -3.021 0.212 -0.715
H -2.049 -2.685 -2.351
C -0.535 -2.245 0.399
C -0.740 -3.184 1.605
C -2.006 -4.040 1.445
O 0.214 -3.936 1.837
H -0.587 -2.790 -0.545
H 0.412 -1.735 0.487
H -1.339 -1.470 0.456
H -0.839 -2.506 2.467
H -2.972 -3.527 1.276
H -2.344 -4.684 2.308
H -1.988 -4.701 0.552
H 0.458 -4.398 1.004
C 1.427 -3.892 -2.824
C 1.318 -5.097 -1.925
C 2.737 -5.511 -1.517
O 0.605 -4.972 -0.899
H 2.148 -3.139 -2.602
H 0.495 -3.355 -2.930
H 1.660 -4.346 -3.802
H 0.776 -5.892 -2.460
H 3.476 -5.640 -2.301
H 2.629 -6.551 -1.115
H 3.295 -4.791 -0.836
H 0.428 -5.874 -0.531
```

Atom charges from the Mulliken analysis, given in e for atoms 1 to 2:
1. C -0.584
2. O -0.574

> The lowest strongest force on any atom belongs to which entry?

C23H63B2BrN14O33P

> Which of these has the highest strongest force on any atom?

C23H64N2O9

> What is the formula in the first record?

C23H62F6HfN2O25PS7

> Which of these has the highest gap between HOMO and LUMO?

C23H64N2O9